A single C21H26N2OS molecule. Source: the Open Molecules 2025 dataset; level of theory: ωB97M-V/def2-TZVPD.

Properties
- highest occupied orbital energy (eV) = -7.01
- electronic energy (hartree) = -1398.76534
- SMILES = CC1CCN(C[C@@H](O)CN2c3ccccc3Sc3ccccc32)CC1
- relative energy (zero: lowest compared OMol25 entry of this formula, charge and spin) (eV) = 0.483
- LUMO energy (eV) = 0.7

Atoms and positions in Å:
N: 1.1709 0.2868 1.4285
H: 3.4884 1.2413 0.4289
C: 4.1758 -1.8408 -0.6816
H: 2.9246 -3.5531 -0.3569
H: 0.1511 -1.0320 -2.9137
C: -1.0837 0.5420 2.3426
H: 0.7971 2.0568 2.4583
H: -3.4891 -1.7448 3.0160
C: -1.8941 -0.7883 -2.2424
C: -2.5865 -0.1719 -1.0293
C: -2.1008 1.2531 -0.7929
H: -1.8179 -2.6705 -3.3036
C: -0.3865 -0.6695 -2.0355
C: 3.0562 -2.4928 -0.2015
H: 1.0942 0.8169 -1.6007
N: -0.6635 1.2733 -0.5789
H: 2.4537 1.8249 1.9787
C: 1.4200 1.6949 1.6408
C: 1.2133 2.6081 0.4061
H: -1.7210 -3.2069 2.0642
H: -0.9003 2.9633 0.5883
C: -0.3521 -1.6206 1.7398
H: -0.9725 1.6082 2.4220
H: -2.0367 -2.8293 -1.5597
H: -0.2213 1.3999 -2.6455
H: -2.3631 -0.7695 -0.1450
C: 0.0158 0.7754 -1.7629
C: -2.3107 -2.2423 -2.4336
C: -1.5666 -2.1422 2.1578
H: -0.0962 -1.2841 -1.1836
H: -3.3866 -2.3168 -2.5747
H: -2.3831 1.8885 -1.6537
C: 4.3003 -0.4910 -0.4250
H: -0.2270 3.3088 -1.0143
C: -0.2089 2.5880 -0.1741
H: 1.9174 2.3281 -0.3807
S: 0.7766 -2.8303 1.1218
H: 4.9317 -2.3796 -1.2301
C: 2.1570 -0.4333 0.7467
H: -3.0361 0.6960 3.1748
H: 0.9491 4.2769 1.3839
C: -2.5500 -1.3293 2.6875
H: 5.1690 0.0527 -0.7645
O: 1.5807 3.9281 0.7436
C: 3.3146 0.1927 0.2673
C: 2.0799 -1.8112 0.5069
H: -2.5886 1.6541 0.0993
H: -2.1737 -0.2176 -3.1366
H: -3.6689 -0.1623 -1.1719
C: -2.2923 0.0235 2.7735
C: -0.0597 -0.2525 1.8157

Forces on atoms 1 to 6 (eV/Å):
0.087 -0.023 0.160
-0.065 0.121 0.034
0.041 -0.010 0.000
0.009 -0.133 -0.052
0.043 -0.062 -0.022
0.048 0.098 0.032

---

A molecular structure, C13H27KO10 in a non-equilibrium geometry. Source: the Open Molecules 2025 dataset; level of theory: ωB97M-V/def2-TZVPD.

Properties
- highest occupied orbital energy (eV) = -6.09
- electronic energy (hartree) = -1863.82654
- relative energy (zero: lowest compared OMol25 entry of this formula, charge and spin) (eV) = 1.817
- LUMO energy (eV) = -0.8

Atoms and positions in Å:
O: 4.8532 0.1363 -0.3452
H: -1.1213 -2.2387 1.1724
C: -2.5104 -0.7390 -1.8828
C: 0.6414 2.0238 1.5023
H: -1.0010 0.1391 0.0354
H: 0.0861 -2.7784 0.1057
O: -1.7728 -1.4482 -1.0310
H: -1.1576 -0.7504 3.1234
O: -3.3313 0.6674 1.2962
H: 6.7806 2.6312 -3.1693
C: 6.3145 2.6906 -2.1886
H: -4.6738 -2.8955 1.9188
H: -3.4660 -3.0947 0.6126
O: -3.1907 -1.0944 2.7427
C: -0.6634 -0.8308 -0.3571
H: 2.9345 0.2804 0.5008
H: 3.9148 -1.1486 0.8953
H: 0.6904 0.9056 1.4642
C: -2.1472 -0.4963 3.5074
O: -0.1296 2.5836 0.5405
H: -5.4705 -1.2688 -3.1595
H: -4.3126 -0.0667 -3.5811
H: -6.4850 -2.5981 0.2251
C: -5.5427 -3.0946 0.0022
H: 8.1922 2.8923 -1.1338
H: 6.8116 3.5562 -0.2388
O: -4.2837 -1.2120 0.7897
H: 0.2735 2.2183 2.5396
H: -4.1062 -1.6677 -4.1313
C: -4.4147 -2.6306 0.8904
H: 7.4231 4.3938 -1.6777
C: 7.2400 3.4146 -1.2301
H: -2.2150 -0.8918 4.5172
C: -0.2384 -1.8794 0.6393
C: -3.5269 -0.4643 1.6197
O: -2.3161 0.3824 -2.2383
H: 4.2513 0.4283 1.6416
K: 2.0997 4.5053 -0.1034
C: 4.8889 1.3395 -0.8738
C: -4.3969 -1.0986 -3.2368
H: 0.5558 -1.5399 1.2989
O: 4.1574 2.2500 -0.5617
H: -5.6212 -4.1768 0.1370
O: -3.5606 -1.5005 -2.1943
C: 3.9401 -0.0771 0.7265
H: -2.2341 0.5891 3.4978
H: 5.4297 3.3186 -2.3340
O: 5.9009 1.4155 -1.7248
H: 0.1185 -0.4620 -1.0302
H: 1.7252 2.3485 1.5412
H: -5.3337 -2.9665 -1.0602

Forces on atoms 1 to 6 (eV/Å):
0.329 -0.380 -0.296
0.113 0.346 0.415
-0.009 0.384 0.846
-0.654 0.090 0.156
-0.134 -0.320 0.545
0.302 0.159 -0.058

---

A molecular structure, C53H37ClF5GeN2PSSbSe4Ti in a non-equilibrium geometry. Source: the Open Molecules 2025 dataset; level of theory: ωB97M-V/def2-TZVPD.

Properties
- highest occupied orbital energy (alpha / beta) (eV) = -7.30 / -7.30
- electronic energy (hartree) = -16622.99969
- spin multiplicity = 2
- relative energy (zero: lowest compared OMol25 entry of this formula, charge and spin) (eV) = 0.357
- LUMO energy (alpha / beta) (eV) = -1.0 / -1.2

Atoms and positions in Å:
H: 4.1357 4.0215 0.1402
F: 3.6419 0.9870 2.4198
C: 5.0848 -3.1419 0.2161
C: -6.3547 4.2122 -2.5927
H: 1.2630 1.7347 -5.4864
Se: -3.4265 3.5845 3.1610
H: -2.4348 -5.9746 -2.3559
C: -4.0479 2.6194 -2.3453
C: -5.9215 3.8164 -1.3636
Cl: -2.3397 -2.1568 0.5852
C: 0.3333 -4.0230 2.7873
H: 1.4695 4.5388 -2.2536
Ge: -2.5275 1.4213 -2.1423
H: 3.0835 -3.0574 2.9443
H: 3.5245 0.5499 -3.0395
H: -3.1663 -0.2920 -3.9205
Se: -5.7198 0.2594 1.9219
N: 0.8262 -0.0373 -0.3648
H: 2.0246 -3.2261 -1.2013
H: -2.0839 -1.0327 -2.7171
H: -0.7870 0.7774 -4.5279
H: 4.4208 2.4315 -1.7211
C: -2.3718 -4.2677 -1.0688
H: -1.3198 -2.8502 3.5034
C: -0.5297 -5.7777 -1.3758
C: -1.8326 -5.3928 -1.6688
C: 0.9745 3.7116 -2.7500
F: 5.2707 2.4138 3.9379
H: -0.1104 -6.6682 -1.8285
C: 2.7671 -3.1710 -0.4182
H: -3.6698 2.8376 -6.9496
H: -0.4799 2.4086 3.4086
C: -5.6464 3.8342 -3.7629
H: -1.8704 -4.4042 5.3279
Ti: -0.3955 -0.1907 1.4610
H: -6.4543 4.1028 -0.4655
C: 3.3020 0.7685 6.4699
H: 6.1337 -3.1455 -0.0542
F: 1.5433 -0.7185 6.2848
C: 0.7871 -6.0445 4.0150
N: 0.5589 1.7112 1.7981
H: -5.7325 4.2181 -7.1461
C: -2.9169 -0.3446 -2.8580
H: 1.3857 -6.9346 4.1628
H: 1.7978 -1.2310 -3.3295
C: 1.7150 0.9771 -0.2104
C: 3.6295 2.3036 -0.9923
C: 4.1101 -3.1799 -0.7691
C: -5.3907 3.8943 -6.1712
H: -6.9796 4.8492 -5.1193
C: 3.4709 3.1735 0.0235
C: -4.7641 3.0133 -1.2470
C: 2.4378 0.0462 5.6682
C: 0.3396 2.6104 2.7356
H: -4.4621 2.7124 -0.2530
C: -4.2242 3.1085 -6.0590
C: 2.4751 0.1012 4.2721
C: 4.2594 1.5868 5.8962
C: 2.3772 -3.1126 0.9185
C: 1.0897 -5.1773 2.9762
C: 2.7590 0.3808 -2.2908
C: -0.7348 -3.7519 3.6374
Se: -2.1134 1.2823 0.1844
H: -0.5922 3.5881 -1.2928
C: 2.1673 3.9509 1.9887
H: 4.3910 -3.2203 -1.8156
C: 2.4045 3.0115 0.9661
H: 2.4021 3.6197 -4.3528
C: -0.1875 3.1769 -2.2112
F: 3.2157 0.6864 7.7962
S: 1.3579 -0.8856 3.3477
C: 0.2328 -5.0308 -0.4945
C: -0.8434 2.1176 -2.8418
H: -3.3909 -3.9585 -1.2611
C: 1.5554 1.9069 0.8944
C: 3.4667 0.9140 3.7438
H: 1.9204 -5.4024 2.3192
H: 0.8953 4.4731 3.6351
H: 1.2422 -5.3513 -0.2641
H: 5.4625 -3.0947 2.3296
Sb: -3.6930 1.3579 2.4131
H: -3.7858 -0.7229 -2.3190
C: 1.1284 3.7615 2.8553
H: 0.1157 -1.5555 -1.5292
H: -7.2461 4.8209 -2.6978
C: 1.8165 -0.5949 -2.4552
C: -6.0817 4.2456 -5.0471
H: 2.8106 4.8200 2.0693
Se: -1.8968 -0.1218 3.4060
C: 2.7204 1.2093 -1.1557
C: 0.8649 -0.7779 -1.4505
C: -1.0405 -4.6269 4.6690
C: -4.4820 3.0384 -3.6438
C: -3.7878 2.6934 -4.8327
P: 0.6300 -2.8996 1.3881
C: 4.7089 -3.1092 1.5519
C: 4.3414 1.6508 4.5197
C: 3.3683 -3.0895 1.9025
C: 0.8613 2.1389 -4.5639
H: -2.8814 2.1019 -4.7719
C: -0.2712 -3.8764 0.1107
H: -0.5119 -6.4453 5.6759
C: -0.2786 -5.7698 4.8625
F: 5.0926 2.2915 6.6565
C: 1.4995 3.1951 -3.9282
C: -0.3005 1.6053 -4.0190
C: -1.5846 -3.5385 -0.1906

Forces on atoms 1 to 6 (eV/Å):
-0.023 -0.035 0.007
0.078 -0.109 -0.238
0.018 0.001 -0.023
0.020 -0.037 0.013
-0.010 0.011 0.031
0.027 0.156 -0.009

---

A single C7H10 molecule in a non-equilibrium geometry. Source: the Open Molecules 2025 dataset; level of theory: ωB97M-V/def2-TZVPD.

Properties
- highest occupied orbital energy (alpha / beta) (eV) = -6.77 / -6.78
- electronic energy (hartree) = -272.47630
- relative energy (zero: lowest compared OMol25 entry of this formula, charge and spin) (eV) = 6.577
- LUMO energy (alpha / beta) (eV) = 0.1 / 0.1

Atoms and positions in Å:
C: 0.0649 -0.4602 -0.5308
H: 2.9469 -0.3038 1.3595
H: -1.2333 -2.1635 -0.7289
C: 1.1786 -0.4299 0.2267
H: 3.0666 -1.2651 -0.1969
C: 0.3063 2.0970 0.3278
H: -1.5198 0.1168 1.7177
H: -2.2419 -0.3119 0.1626
C: -0.6837 -1.4429 -1.3437
H: 1.2828 2.3532 0.7088
H: -2.1619 1.3474 0.5732
H: 0.0318 -2.0051 -1.9470
C: 2.4512 -0.6864 0.4787
H: -1.4113 -0.9385 -1.9800
C: -0.0329 0.7916 0.2248
C: -1.6172 0.4139 0.6783
H: -0.4271 2.8876 0.2691

Forces on atoms 1 to 6 (eV/Å):
3.713 -0.804 0.408
-0.036 -0.046 0.121
0.034 -0.058 -0.050
-1.990 -1.329 -1.565
-0.197 0.127 -0.268
0.620 0.369 0.685

---

A single C4H7FN2O molecule in a non-equilibrium geometry. Source: the Open Molecules 2025 dataset; level of theory: ωB97M-V/def2-TZVPD.

Properties
- highest occupied orbital energy (eV) = -8.87
- electronic energy (hartree) = -441.17758
- SMILES = [H]/N=C\N/C(=C/F)OC
- relative energy (zero: lowest compared OMol25 entry of this formula, charge and spin) (eV) = 2.003
- LUMO energy (eV) = 0.8

Atoms and positions in Å:
C: -1.5687 0.8245 0.3467
H: 0.9862 -2.3304 1.5758
N: 0.7193 1.0245 -0.3134
H: -1.8479 1.8410 -0.0047
H: 0.6774 -1.0705 -1.6845
C: 1.0237 -1.2780 1.2924
C: 1.4732 0.6235 -1.4162
C: -0.3521 0.2823 0.2034
H: 0.8131 1.9699 0.0027
O: -0.1365 -1.0175 0.5172
H: 1.0180 -0.6592 2.2245
H: 2.1827 1.3658 -1.6822
H: 1.9303 -1.0774 0.7229
N: 1.4090 -0.4686 -2.0619
F: -2.5581 0.1661 0.9752

Forces on atoms 1 to 6 (eV/Å):
0.270 0.643 -0.288
-0.034 0.136 -0.129
0.076 -0.322 -0.170
0.288 -0.977 0.282
0.011 -0.061 -0.059
0.178 0.329 0.899

---

A molecular structure, C44H48MoN6O5. Source: the Open Molecules 2025 dataset; level of theory: ωB97M-V/def2-TZVPD.

Properties
- highest occupied orbital energy (alpha / beta) (eV) = -5.96 / -6.65
- electronic energy (hartree) = -2478.35086
- spin multiplicity = 3
- relative energy (zero: lowest compared OMol25 entry of this formula, charge and spin) (eV) = 3.092
- LUMO energy (alpha / beta) (eV) = -0.2 / -1.2

Atoms and positions in Å:
H: -0.9143 5.6709 -4.7240
H: -2.0534 1.9463 -4.6795
H: 0.6451 -5.4210 -0.7709
C: -0.0374 0.0981 4.5161
C: 0.1792 -5.9610 0.0553
C: -0.3481 -2.6950 0.1541
H: 0.3613 -4.0356 4.2183
C: -1.6977 2.5431 -1.6495
C: 1.6099 2.8702 -0.6124
H: -2.1939 2.3138 7.4995
H: -0.4817 -0.5967 6.4909
O: -0.7016 4.5343 3.4400
N: -3.4375 2.1569 1.5031
H: -3.5803 1.7975 -5.5645
O: 0.1586 3.0549 1.9823
H: -4.0786 -2.9860 -1.3888
C: 2.8558 -3.3002 -1.8138
H: 5.8906 -0.4378 0.9385
H: 3.7475 3.4502 -2.8891
H: 1.8542 -3.0732 -2.1847
C: -2.3194 1.8322 1.3876
H: 3.5686 -2.7238 -2.4050
C: 5.9030 -0.8842 -0.0566
H: -1.7631 -5.0492 -0.1524
C: -1.5632 -0.9889 -1.2642
C: -2.7921 0.4721 -2.4610
C: 1.5297 4.1131 -1.3684
C: 1.4980 -1.0006 0.5119
C: 4.8021 -0.2755 -0.9290
C: -0.7555 -0.8540 1.7048
H: -4.3947 2.4233 1.4796
C: 0.8991 -1.0706 4.3604
C: -0.4747 4.8757 -4.1198
C: 2.9618 -2.9456 -0.3291
H: -2.3533 3.1197 -2.2882
H: -1.8092 -3.9773 5.4277
N: 0.2897 -1.6564 0.9232
C: -0.5681 -4.0943 3.6439
C: -0.4756 3.0906 -1.2616
H: 5.0453 0.7718 -1.1216
C: 3.4214 4.4860 -2.9922
H: -0.1492 -6.9330 -0.3132
H: 0.5046 4.6336 -4.5342
H: 3.9515 -3.2122 0.0473
H: -1.3443 5.5788 -2.2744
C: 0.0513 -1.9388 2.3384
C: -1.1931 2.4457 5.2620
C: -0.6077 2.2442 4.0324
H: 4.2966 5.1025 -3.2026
C: -0.3913 3.4150 3.0921
C: 2.7069 4.9647 -1.7231
H: -2.5904 0.3683 -5.2361
H: -4.8184 -3.3917 -2.9452
C: -0.3560 5.3054 -2.6541
H: -1.7199 -1.2552 1.4065
H: -2.6600 -3.5704 3.9292
O: -1.8296 1.4344 7.3529
H: -1.1010 3.9883 -4.2185
Mo: -0.3517 1.2175 1.1805
H: 6.8858 -0.7119 -0.4988
C: -4.3682 -2.5858 -2.3628
H: 2.7540 4.5358 -3.8533
N: 0.3404 2.3561 -0.4998
C: -3.6685 1.1030 -3.4996
C: -0.3820 -3.3800 2.3468
C: -0.9994 -5.1635 0.6220
C: -0.5585 -3.8122 1.0813
C: -0.5980 0.2048 5.7761
H: 3.0557 -4.3603 -1.9831
H: -1.6906 -3.0960 -1.3587
N: -1.2440 0.2641 -0.7616
O: 1.1362 -1.6404 3.1532
H: 3.7009 2.5558 -0.5925
C: -3.1610 -1.9836 -3.0876
H: -3.4769 -1.6082 -4.0630
H: 4.8000 -0.7662 -1.9071
H: 0.9379 -6.1210 0.8223
C: 0.2369 4.2514 -1.7734
H: 5.7760 -1.9602 0.0591
C: 2.7379 2.1343 -0.3321
C: 2.6528 0.7674 0.0704
C: -1.1545 -2.2982 -0.8593
C: 2.6694 -1.5004 -0.0475
H: -0.7584 -5.1518 3.4600
C: 3.4378 -0.3449 -0.3118
H: -2.4273 -2.7655 -3.2974
N: -0.1193 1.0772 3.5986
C: -1.9444 1.1591 -1.5376
O: 1.5287 -1.4495 5.3047
C: -1.7119 -3.4826 4.4612
C: -1.2466 1.3755 6.1407
H: 3.4099 4.9756 -0.8872
H: 2.3777 5.9965 -1.8614
C: -2.5282 -0.8657 -2.3125
H: -1.5395 -2.4196 4.6479
H: -4.0541 2.0579 -3.1356
H: -5.1284 -1.8233 -2.1863
C: -2.9340 1.3193 -4.8266
H: 0.2572 6.2069 -2.5928
H: -1.5669 3.4349 5.4961
H: -1.4669 -5.7051 1.4446
N: 1.4931 0.3222 0.6254
H: 2.2559 -3.5615 0.2355
H: -4.5428 0.4688 -3.6673

Forces on atoms 1 to 6 (eV/Å):
0.000 -0.009 -0.007
-0.005 -0.005 -0.002
0.008 -0.005 0.002
-0.232 0.241 0.088
-0.050 0.012 -0.002
-0.037 0.002 -0.112